This record from the Open Molecules 2025 dataset describes 2 unconnected molecules or ions with the total composition C11H13ClF3NO2S at a distorted geometry. The level of theory is wB97M-V/def2-TZVPD.

Its total energy is -48709.5259 eV. The value obtained for the frontier orbital gap is 4.78 eV. The largest force on an atom comes out at 2.7 eV Å⁻¹. For the LUMO energy, the calculation gives -1.2 eV.

The geometry in ORCA input format:
```
! wB97M-V def2-TZVPD RIJCOSX def2/J DEFGRID3
* xyz 0 1
C -2.4298 0.7747 1.4104
N -1.1309 0.0794 1.4610
C -1.1197 -1.3796 1.2494
C -0.0336 0.7615 1.6300
Cl 1.5121 0.1154 1.4209
H -3.2124 0.0157 1.3369
H -2.5621 1.3751 2.3147
H -2.4749 1.4270 0.5288
H -2.1614 -1.6889 1.1569
H -0.5693 -1.6309 0.3374
H -0.6613 -1.8816 2.1119
H -0.0762 1.8400 1.7758
F -2.2305 -0.0176 6.2689
C -0.9971 -0.3420 5.8439
F -0.3105 -0.9151 6.8569
F -1.1158 -1.2570 4.8402
S -0.1113 1.1836 5.2106
C 1.3721 0.4995 4.6683
C 2.5176 1.2820 4.4121
C 3.7521 0.6404 4.0736
C 4.8381 1.3775 3.6313
C 4.7576 2.7752 3.5411
C 3.5769 3.4275 3.9276
C 2.4856 2.7081 4.3918
O -0.8980 1.6030 4.0599
O 0.0233 2.0671 6.3467
H 1.4732 -0.5696 4.8411
H 3.7875 -0.4487 4.1586
H 5.7605 0.8620 3.3566
H 5.6120 3.3491 3.1776
H 3.5178 4.5164 3.8733
H 1.5950 3.2313 4.7446
*
```